The following is a quantum chemistry calculation of a cluster of 3 separate species, C37H38O7P in total, from the OMol25 dataset.

Element x y z (Å)
H  -2.8579  -0.5442  -3.6456
H  3.0378  1.0241  2.4549
C  -5.6514  -2.4171  -4.0319
H  -1.6458  1.0539  -1.7056
H  2.7506  -2.6584  9.5312
H  -1.0737  -0.0888  0.9876
H  -0.1222  0.7442  -2.5507
C  -6.6672  0.5294  -6.1234
C  3.0531  0.5508  3.4279
P  0.0104  -0.9074  0.4603
C  0.5549  -0.9455  5.8029
H  1.3304  -2.9338  0.0118
C  -6.0965  1.8615  -6.4839
C  0.1371  1.5107  -0.5136
H  4.4568  1.4424  1.0718
H  -7.3735  -1.8506  -5.1955
C  4.2534  -0.2763  5.3385
C  -0.5928  -2.6591  8.9519
C  0.6107  -2.8916  9.6105
H  5.8388  2.5427  1.0108
C  -6.3856  -1.5768  -4.8509
C  1.8580  0.1149  3.9740
C  -6.3409  3.9675  -7.6128
H  1.6185  -2.4852  -2.2668
H  -3.3542  3.7825  -6.0098
O  4.1460  -1.6257  7.7888
C  1.5287  -1.8706  -0.1840
H  2.3435  -1.5742  0.4940
C  2.0032  -1.6835  -1.6264
O  -2.8910  1.6703  -4.8343
C  1.8004  -1.8523  7.8006
C  4.0383  -0.1937  -1.3853
O  -7.7563  0.1876  -6.5367
O  -0.6195  -0.6651  -1.1646
H  3.8406  -1.8509  -2.7746
C  5.2617  -0.2272  -0.4816
C  -5.8553  -0.3529  -5.2410
C  1.8518  -0.5111  5.2145
H  3.2731  2.6419  -0.5481
C  3.5254  -1.5938  -1.7564
H  -6.9256  4.6381  -8.2293
C  -5.0852  4.3573  -7.1580
C  -3.9987  1.3415  -5.1903
C  1.8037  -2.4889  9.0370
C  3.0582  -0.7157  5.8960
C  -3.8441  -0.8270  -3.9918
H  1.5774  -0.7567  -2.0168
H  6.0281  -0.8978  -0.8812
C  -6.8455  2.7234  -7.2772
H  -1.5259  -2.9733  9.4021
H  3.2280  0.3426  -0.8760
O  0.9408  0.6208  0.1980
H  -7.8198  2.4014  -7.6187
O  -0.5017  -0.7514  5.2473
H  5.1743  -0.4469  5.8791
H  -6.0685  -3.3663  -3.7208
H  -0.7857  -2.0994  0.6295
H  4.3952  3.9552  -0.1540
H  -1.5233  -1.8415  7.1878
C  4.3271  2.9234  -0.5056
O  5.9015  1.0324  -0.3312
H  4.2971  0.3849  -2.2798
C  4.2493  0.3595  4.1075
C  5.1350  1.9769  0.3937
H  -0.5766  2.0168  0.1586
H  -3.8076  -2.6958  -2.9606
C  0.5955  -1.6238  7.1391
H  4.7238  2.8708  -1.5210
H  -4.6937  5.3323  -7.4184
C  -4.5808  0.0250  -4.8066
H  4.9702  -0.6039  0.5116
C  3.1001  -1.4132  7.2085
C  -4.8361  2.2507  -6.0330
H  0.6149  -3.3883  10.5724
C  -4.3825  -2.0434  -3.6046
H  3.9916  -2.3374  -1.0934
H  5.1804  0.6973  3.6697
C  -4.3337  3.5012  -6.3720
H  0.7507  2.2878  -0.9877
H  0.5361  -1.0453  1.8123
H  0.9390  0.2495  3.4193
C  -0.6005  -2.0280  7.7203
C  -0.6218  0.6667  -1.5700

* max |F|: 0.4 eV Å⁻¹
* net charge: -1
* spin multiplicity: 1
* LUMO: 0.711 eV
* Kohn-Sham gap: 5.00 eV

***

The following is a quantum chemistry calculation of a structure of composition C37H39BBr4F2N3O3SnTe at a distorted geometry, from the OMol25 dataset.

Element x y z (Å)
H  4.8685  1.4476  -3.8143
Br  6.9291  -1.9174  3.5773
N  0.5739  2.6970  3.1333
H  -4.5464  -1.4227  -2.2977
C  -2.0723  -5.4942  -1.7015
C  -1.4050  -4.2935  -1.5127
O  1.9472  -0.8124  4.3190
H  4.0608  4.1661  0.2535
H  0.5092  -1.2502  -4.2431
C  2.3538  1.0753  -2.9599
H  -4.7725  -6.6541  -3.0734
C  -2.1303  -3.0840  -1.3846
Sn  1.8790  -1.4802  2.2765
C  0.1204  -4.4176  -1.3706
B  0.9357  -3.4793  3.3443
H  0.4418  -5.4430  -1.6137
C  -3.4466  -5.5008  -1.8567
C  -2.7765  1.3193  -4.8156
F  1.5237  -4.6695  3.5456
H  -1.1129  4.7647  1.4767
C  -1.7350  -0.1540  -2.7087
H  -0.1959  0.7716  2.9124
C  0.4475  3.8514  4.0304
C  5.7379  -0.5104  5.8856
H  0.6635  -3.7719  -2.0256
O  2.5198  0.7454  -4.1522
H  0.4342  -4.1331  -0.3614
H  -1.4994  4.2935  5.0076
C  5.6987  2.8644  -2.4023
C  3.1448  -0.7155  4.8112
C  -1.0572  4.3693  4.0014
C  -4.1432  -4.3140  -1.8458
C  3.3490  -0.2149  6.1100
H  -4.3296  1.7733  -6.3380
C  4.6295  -0.1458  6.6341
H  -5.2704  -2.1884  -0.8824
C  -3.3488  2.1031  -5.9847
H  -3.3931  2.7050  -3.3407
H  1.0257  3.7767  1.4011
H  -3.5162  -7.5694  -2.2804
C  4.2635  -1.1369  4.0285
F  -0.3551  -3.4639  3.7891
H  -2.6499  1.9913  -6.8266
C  -0.3514  1.6379  3.5373
H  -1.4821  -6.3894  -1.6418
C  3.4829  1.9414  -2.3113
C  4.2349  3.5551  -0.6316
H  -3.8359  -1.1795  -0.6545
N  -1.8137  3.5970  3.0217
C  4.7243  2.0054  -2.9017
H  -0.1260  1.3537  4.5503
C  0.2628  3.0871  1.7213
Br  7.4534  -0.5170  6.6903
N  1.3569  0.8045  -2.1432
C  5.4864  3.6257  -1.2660
H  -1.8240  3.2101  0.9959
C  -0.5052  -1.6779  -4.3568
Br  4.8111  0.1887  8.4475
H  -3.3518  3.1661  -5.7254
H  6.6770  2.9385  -2.8767
H  -4.9122  -7.0666  -1.3359
O  3.9945  -1.6327  2.8304
Br  1.7850  0.1674  7.1163
H  0.6607  3.5496  5.0693
H  -5.2288  -4.3673  -2.0091
C  -1.4725  -0.5467  -4.0482
C  -4.3406  -1.8838  -1.3122
C  3.2831  2.6745  -1.1374
H  -1.7323  -0.0400  -6.1300
C  -1.8333  2.1750  3.4124
H  1.1397  4.6545  3.7310
H  2.2931  2.6232  -0.6585
C  -3.5300  -3.1183  -1.5402
Te  -0.8957  -1.3030  -1.1117
C  -4.2006  -6.7696  -2.1336
C  -2.9261  1.7536  -3.5258
H  -0.5498  -2.5173  -3.6855
H  -0.6287  -2.0421  -5.3619
C  -1.1527  3.7034  1.7160
H  -2.3735  2.0791  4.3516
C  5.5532  -1.0447  4.5781
H  -1.8205  1.9312  -0.6085
H  6.2124  4.3364  -0.9237
C  -2.4307  1.0241  -2.4449
C  -2.7137  1.5226  -1.0451
H  -2.3863  1.6130  2.6932
H  -3.0171  0.6779  -0.4336
H  0.3075  2.1697  1.1517
H  -1.0192  5.4165  3.7365
C  -2.0302  0.1825  -5.0861
H  -3.5352  2.2524  -1.0552

* max |F|: 1.9 eV Å⁻¹
* net charge: -2
* spin multiplicity: 2
* LUMO (spin up / spin down): 3.685 / 3.684 eV
* Kohn-Sham gap (spin up / spin down): 6.13 / 6.10 eV

***

The following is a quantum chemistry calculation of a structure of composition C37H39BIrN7O2P2S2, from the OMol25 dataset.

Element x y z (Å)
C  3.9778  -1.9394  -0.1309
H  2.1971  -3.2699  -0.9365
H  5.7076  -4.3357  -1.4449
H  0.0345  -5.2429  3.5804
C  0.7550  5.2576  1.2705
H  5.0828  -4.6329  1.2218
H  -2.3451  3.0819  0.4608
C  1.9402  -4.3145  2.9413
C  -0.0287  3.7008  -1.3282
O  -1.2455  -0.3947  0.1607
C  -6.4555  -0.2184  0.7997
C  -1.6398  2.2651  0.6278
H  3.6945  -1.2511  2.5855
C  1.1330  -2.2752  2.9191
H  -1.8272  -3.6137  3.6859
N  4.1046  -2.7460  0.9263
C  -1.0050  5.3717  -2.7588
C  0.0031  5.1510  -3.6899
H  -3.8455  2.2955  -2.0239
N  4.5962  -2.5092  -1.1839
H  1.7149  6.1872  4.3776
C  -1.0412  0.5202  -2.7730
P  0.0416  2.7986  0.2038
C  0.5783  3.8923  1.4961
H  0.5944  5.6790  0.2880
C  -1.9346  1.5933  -4.7258
O  0.9192  1.5561  0.0890
H  -1.2251  -2.2310  4.6205
C  -1.1400  -4.5777  0.1140
H  5.5452  -1.1845  -2.5159
H  1.7772  4.0466  -4.1714
H  0.7144  2.2903  2.9425
N  0.1475  -3.1137  3.2918
H  1.6254  -6.8968  -1.0073
H  -0.2945  -0.1150  -2.3117
C  -1.0237  4.6481  -1.5784
C  -0.9783  0.7805  -4.1327
C  -4.4829  -0.5869  -0.5204
H  1.7494  2.7450  -2.0645
C  0.9642  -5.0273  -0.5946
C  0.9808  3.4814  -2.2638
H  -1.5994  -2.0350  2.8953
N  0.3197  -2.7680  -0.2416
H  3.8184  -1.4536  -2.8188
C  -0.8916  -3.2195  0.1288
H  -3.7109  2.7662  -4.4378
H  4.4652  -3.0366  3.1299
C  4.8162  -3.8565  0.5267
C  4.7493  -1.9259  -2.5169
H  -1.6336  -2.4886  0.4012
H  -1.8860  1.7924  -5.7884
C  1.1602  6.0792  2.3129
C  0.8236  3.3551  2.7643
C  1.2313  4.1802  3.7965
H  0.0176  5.7205  -4.6100
H  -1.8055  4.8412  -0.8523
H  2.6796  -5.0912  2.8559
C  -3.0333  1.8797  -2.6106
H  4.9978  -2.7240  -3.2104
N  1.9188  -5.9390  -0.9062
H  -1.6368  2.0183  1.6946
H  -4.0382  1.9635  1.6953
B  3.6990  -2.4352  2.4252
S  0.9383  -0.5542  2.7452
Ir  0.9475  -0.6480  0.3400
N  2.2446  -2.9934  2.7059
C  -2.0648  1.0745  -2.0079
C  -1.2128  -2.7186  3.6484
H  1.3013  7.1373  2.1393
N  -0.2313  -5.4816  -0.2309
C  1.3947  5.5427  3.5696
C  1.2378  -3.6474  -0.6127
H  -7.4769  -0.4773  1.0458
H  1.4286  3.7645  4.7754
C  -5.7864  -0.9198  -0.1983
C  0.6394  -4.3975  3.3028
H  -3.9680  -1.1179  -1.3137
C  -4.5175  1.1528  1.1622
H  -2.1173  -4.9521  0.3961
H  -0.1864  0.3500  -4.7311
C  0.9925  4.2098  -3.4447
H  -6.3552  1.3617  2.2458
C  5.1269  -3.7170  -0.7826
H  -6.2889  -1.7159  -0.7310
C  -5.8269  0.8153  1.4762
H  2.7717  -5.6579  -1.3548
C  -3.8432  0.4544  0.1625
S  3.2027  -0.3784  -0.2108
C  -2.9620  2.1428  -3.9680
P  -2.1446  0.7714  -0.2573
H  -1.7713  6.1106  -2.9518

* max |F|: 0.7 eV Å⁻¹
* net charge: +2
* spin multiplicity: 5
* LUMO (spin up / spin down): -4.791 / -7.069 eV
* Kohn-Sham gap (spin up / spin down): 7.77 / 6.37 eV